Entry 1:
{
  "formula": "C21H28Cl2GeINO3RuS",
  "method": "ωB97M-V/def2-TZVPD",
  "symbols": ["I", "Ru", "Ge", "Cl", "Cl", "S", "O", "O", "O", "N", "C", "C", "C", "C", "C", "C", "C", "C", "C", "C", "C", "C", "C", "C", "C", "C", "C", "C", "C", "C", "C", "H", "H", "H", "H", "H", "H", "H", "H", "H", "H", "H", "H", "H", "H", "H", "H", "H", "H", "H", "H", "H", "H", "H", "H", "H", "H", "H", "H"],
  "xyz": [[0.749, -1.164, -6.622], [0.635, -0.707, 1.163], [0.209, -2.069, 3.621], [0.472, 0.822, -1.730], [-3.666, -2.444, -2.530], [-0.640, 2.232, -0.337], [-1.909, 1.299, -2.856], [1.807, 1.994, 1.218], [3.269, 0.370, 0.530], [-1.625, -1.390, 0.424], [0.336, -3.078, -2.080], [1.663, 1.311, -2.654], [1.487, -0.641, 3.002], [2.628, 1.275, -3.585], [-0.856, 0.787, -3.080], [2.277, 0.930, 0.923], [0.775, -2.780, 5.358], [-2.062, -2.433, -1.865], [-0.372, 0.139, -4.258], [-1.037, -3.112, -2.448], [2.190, 0.509, -4.695], [-1.583, 3.164, 2.197], [-1.649, 2.016, 1.200], [0.953, -2.053, -1.390], [-1.912, -1.800, -0.619], [0.248, -3.590, 2.357], [-1.576, -1.288, 3.853], [0.889, 0.039, -4.864], [-0.174, 4.499, -1.859], [-0.832, 4.033, -0.568], [0.454, -0.746, -1.345], [-0.343, 5.570, -1.974], [0.171, -3.658, 5.595], [0.956, -3.905, -2.402], [-0.549, 3.410, 2.440], [-0.597, 3.989, -2.724], [-2.132, -1.841, 4.611], [2.033, -2.107, -1.249], [0.901, 4.315, -1.846], [2.893, 0.263, -5.481], [-2.149, -1.300, 2.928], [1.824, -3.076, 5.334], [1.390, 0.286, 3.569], [0.880, -3.396, 1.485], [0.653, -4.468, 2.863], [-1.474, -0.256, 4.194], [0.637, -2.041, 6.146], [3.633, 1.659, -3.475], [-2.092, 4.061, 1.850], [-0.752, -3.822, 1.992], [1.322, 0.766, -0.655], [-2.662, 1.843, 0.832], [-2.080, 2.827, 3.109], [2.522, -0.990, 3.025], [-1.901, 4.242, -0.622], [-1.318, -3.789, -3.249], [-0.362, 4.489, 0.300], [-1.195, -0.306, -4.802], [-1.360, 1.113, 1.744]],
  "e_tot_ha": -4884.71819,
  "e_above_lowest_kcal_mol": 463.8,
  "gap_ev": [5.45, 5.85],
  "spin_multiplicity": 5,
  "e_homo_ev": [-7.224, -7.574],
  "s_squared": 6.09
}

Entry 2:
{
  "formula": "C21H28Cl6F2O2",
  "method": "ωB97M-V/def2-TZVPD",
  "symbols": ["Cl", "Cl", "Cl", "Cl", "Cl", "Cl", "F", "F", "O", "O", "C", "C", "C", "C", "C", "C", "C", "C", "C", "C", "C", "C", "C", "C", "C", "C", "C", "C", "C", "C", "C", "H", "H", "H", "H", "H", "H", "H", "H", "H", "H", "H", "H", "H", "H", "H", "H", "H", "H", "H", "H", "H", "H", "H", "H", "H", "H", "H", "H"],
  "xyz": [[2.466, 1.918, 3.953], [-1.487, -0.437, 2.294], [5.051, -2.599, 5.474], [4.957, -3.976, 2.923], [4.955, 1.442, 5.443], [0.985, -1.801, 2.955], [1.378, 1.691, -0.569], [1.523, -1.043, -4.754], [-1.679, -1.663, -0.965], [-2.411, 4.915, 0.283], [-2.422, 2.925, 1.612], [3.335, 0.871, 5.099], [-0.304, 3.805, -3.027], [-3.046, 4.088, 0.875], [-4.561, 4.058, 0.785], [0.675, 3.307, -2.159], [-1.465, 3.071, -3.239], [0.456, 2.166, -1.431], [2.133, -1.815, -3.848], [-2.849, -3.671, -0.456], [1.588, -1.852, -2.562], [3.432, -3.230, -1.895], [-0.682, 1.392, -1.690], [-3.906, -1.304, -0.281], [-1.617, 1.835, -2.607], [-2.708, -2.184, -0.607], [2.243, -2.553, -1.568], [3.947, -3.224, -3.170], [4.065, -2.922, 4.004], [3.291, -2.465, -4.145], [0.241, -0.527, 1.984], [3.868, -1.971, 3.528], [-1.388, 2.801, 1.298], [0.679, -1.320, -2.310], [-3.894, -0.437, -0.942], [3.677, -2.456, -5.159], [-4.996, 3.094, 0.537], [-4.824, -1.879, -0.361], [2.742, 0.821, 6.003], [0.436, -0.703, 0.930], [-2.501, 1.244, -2.803], [1.782, -2.604, -0.593], [-0.060, 4.739, -3.513], [3.153, -3.427, 4.298], [0.663, 0.442, 2.232], [-0.741, 0.426, -1.203], [-3.751, -0.867, 0.707], [1.555, 3.910, -1.962], [4.813, -3.819, -3.417], [-1.942, -4.188, -0.762], [3.934, -3.835, -1.147], [-2.178, 3.467, -3.949], [-4.998, 4.460, 1.703], [-3.158, -3.907, 0.560], [3.472, -0.099, 4.640], [-3.598, -4.004, -1.182], [-4.855, 4.768, 0.008], [-2.473, 3.107, 2.691], [-3.002, 2.019, 1.457]],
  "e_tot_ha": -3928.33011,
  "e_above_lowest_kcal_mol": 0.5,
  "gap_ev": 9.49,
  "spin_multiplicity": 1,
  "e_homo_ev": -9.112
}

Entry 3:
{
  "formula": "C21H28ClF2NO29S2Y",
  "method": "ωB97M-V/def2-TZVPD",
  "symbols": ["Y", "Cl", "S", "S", "F", "F", "O", "O", "O", "O", "O", "O", "O", "O", "O", "O", "O", "O", "O", "O", "O", "O", "O", "O", "O", "O", "O", "O", "O", "O", "O", "O", "O", "O", "O", "N", "C", "C", "C", "C", "C", "C", "C", "C", "C", "C", "C", "C", "C", "C", "C", "C", "C", "C", "C", "C", "C", "H", "H", "H", "H", "H", "H", "H", "H", "H", "H", "H", "H", "H", "H", "H", "H", "H", "H", "H", "H", "H", "H", "H", "H", "H", "H", "H", "H"],
  "xyz": [[-0.293, -0.978, 0.795], [-3.008, -3.528, -0.102], [0.064, -0.971, 4.251], [0.134, -3.110, 3.618], [-0.293, 0.525, 3.569], [0.354, -3.837, 2.160], [-1.919, -3.162, 0.881], [3.583, 0.671, 2.925], [-2.551, -0.628, 1.967], [1.010, 0.235, -1.113], [2.759, 1.693, -1.644], [-3.832, 0.322, 0.366], [1.437, 0.863, -3.242], [-3.253, 1.233, -2.327], [3.455, -2.826, -0.620], [1.808, -2.239, 0.666], [-1.109, -3.772, 4.102], [-1.621, 0.120, -1.065], [3.876, -2.337, 1.463], [-0.764, -3.001, -3.292], [-4.554, 0.616, 2.408], [-2.134, 3.194, 1.174], [-4.265, -3.672, 0.653], [-0.474, 3.176, 2.474], [2.177, 2.253, 2.552], [-2.531, -4.736, -0.809], [-0.613, 1.652, 0.846], [1.365, -3.492, 4.220], [1.357, -0.709, 4.846], [-1.660, 0.031, -3.329], [1.676, 0.268, 1.633], [-3.136, -2.533, -1.085], [1.262, -2.176, -3.203], [0.015, -2.121, -1.295], [-1.108, -1.172, 5.055], [0.025, -1.479, 2.861], [-5.145, 0.895, 0.255], [-0.298, -3.102, -4.633], [2.387, 0.983, 2.376], [3.140, 2.826, 3.435], [2.203, 1.908, -3.917], [-3.556, -0.019, 1.659], [0.146, -2.461, -2.505], [-1.272, 4.146, 2.971], [4.074, 1.642, 3.807], [-5.351, 1.521, 1.608], [-2.117, 0.470, -2.133], [-2.345, 4.322, 1.912], [-2.274, 0.748, -4.360], [5.181, -2.481, 0.962], [1.725, 0.886, -1.930], [3.226, 2.261, -2.830], [2.996, -2.476, 0.481], [1.122, -2.617, -4.533], [-3.483, 1.436, -3.687], [4.839, -3.079, -0.384], [-1.027, 2.659, 1.473], [3.360, 3.326, -2.640], [-2.543, 0.110, -5.202], [-0.654, 4.994, 3.264], [-3.361, 4.440, 2.288], [-0.330, -4.183, -4.765], [-2.214, 5.215, 1.302], [-1.498, 1.358, -4.823], [-3.631, 2.464, -4.018], [-5.200, 1.632, -0.546], [3.863, 1.328, 4.829], [5.387, -2.604, -1.198], [2.647, 3.284, 4.292], [1.743, -3.471, -4.804], [1.630, 2.820, -4.082], [5.691, -1.520, 0.891], [4.236, 1.866, -2.941], [-5.813, 0.078, -0.021], [5.194, -4.107, -0.319], [-5.206, 2.597, 1.516], [5.706, -3.171, 1.623], [5.121, 1.873, 3.612], [-6.336, 1.569, 2.071], [-0.784, -2.520, -5.417], [2.690, 1.506, -4.805], [-4.402, 0.896, -3.914], [1.314, -1.839, -5.272], [-1.682, 3.633, 3.841], [3.662, 3.588, 2.858]],
  "charge": 1,
  "e_tot_ha": -4547.90885,
  "gap_ev": 6.18,
  "spin_multiplicity": 1,
  "e_homo_ev": -10.709
}

Entry 4:
{
  "formula": "C21H28ClO4PS",
  "method": "ωB97M-V/def2-TZVPD",
  "symbols": ["Cl", "S", "P", "O", "O", "O", "O", "C", "C", "C", "C", "C", "C", "C", "C", "C", "C", "C", "C", "C", "C", "C", "C", "C", "C", "C", "C", "C", "H", "H", "H", "H", "H", "H", "H", "H", "H", "H", "H", "H", "H", "H", "H", "H", "H", "H", "H", "H", "H", "H", "H", "H", "H", "H", "H", "H"],
  "xyz": [[0.071, -2.540, 2.465], [4.957, 0.182, -5.516], [3.217, -0.692, -5.731], [1.257, 2.525, -2.392], [2.287, 0.070, 1.734], [-3.274, 1.574, 1.994], [0.807, -2.258, -4.470], [-2.975, 1.727, 3.387], [2.616, 0.975, 0.691], [-0.758, -1.825, -0.520], [-0.602, -0.556, 0.027], [1.350, 1.336, -2.626], [0.182, 1.793, 0.129], [-0.178, -2.031, -1.761], [3.022, -1.129, 1.592], [0.503, -1.042, -2.422], [-4.158, 3.654, 2.707], [-3.091, 3.210, 3.698], [1.639, 2.138, 0.594], [0.047, -4.825, 0.883], [0.080, 0.460, -0.613], [2.094, -0.299, -4.318], [-0.838, -3.621, 1.362], [0.638, 0.251, -1.875], [-3.834, 2.795, 1.495], [-1.559, -2.897, 0.198], [1.104, -1.300, -3.777], [2.217, 0.908, -3.787], [-1.784, -3.665, -0.556], [2.090, 2.923, -0.022], [1.547, 2.549, 1.611], [-5.149, 3.401, 3.092], [3.599, 1.410, 0.967], [3.441, -2.077, -5.835], [-2.146, 3.715, 3.477], [1.086, -4.570, 1.111], [-0.140, -4.995, -0.179], [-3.706, 1.143, 3.956], [-1.629, -4.074, 1.971], [-0.504, 1.808, 0.984], [2.784, 0.432, -0.253], [-1.051, -0.386, 1.005], [2.499, -1.814, 0.905], [-3.346, 3.407, 4.738], [2.591, -0.153, -6.878], [3.082, -1.618, 2.573], [-4.714, 2.571, 0.890], [-4.140, 4.721, 2.489], [-3.085, 3.275, 0.856], [2.922, 1.641, -4.183], [-0.303, -3.016, -2.213], [-2.497, -2.465, 0.564], [-0.209, -5.694, 1.499], [-1.979, 1.329, 3.591], [4.056, -0.967, 1.249], [-0.139, 2.585, -0.557]],
  "e_tot_ha": -2317.64845,
  "e_above_lowest_kcal_mol": 0.0,
  "gap_ev": 7.32,
  "spin_multiplicity": 1,
  "e_homo_ev": -8.719
}